ORCA calculation (ωB97M-V/def2-TZVPD) on an isolated molecule of C7H7FN2.

Last column: Mulliken charge in e.
Element x y z (Å)
F  -1.53668  -1.69622  -0.89222  -0.32
C  -1.18239  -0.93875  0.21853  0.41
C  -2.28261  0.13816  0.16398  -0.73
N  -1.82690  1.39767  -0.28316  -0.62
C  -0.62316  1.68342  -0.54286  -0.17
C  0.56141  0.82730  -0.31356  0.59
C  1.96592  0.72102  -0.63783  -0.64
C  2.35704  -0.51772  -0.34548  -0.49
N  1.29969  -1.30011  -0.04223  -0.07
C  0.20324  -0.44546  0.01810  -0.20
H  -1.36294  -1.67731  1.16018  0.25
H  -3.05021  -0.08895  -0.61644  0.30
H  -2.83706  0.33784  0.99975  0.36
H  -0.33437  2.67945  -0.96576  0.31
H  2.64730  1.53363  -1.02154  0.33
H  3.28427  -0.92095  -0.50685  0.47
H  1.44276  -2.16806  0.40092  0.23

Atoms 1-2, force components in eV/Å:
0.4879 -1.3027 -0.7710
-1.9351 -1.5484 1.8729

Properties
**Electronic energy**: -480.25893 Ha
**Relative energy (zero: lowest compared OMol25 entry of this formula, charge and spin)**: 0.000 eV
**Orbital gap**: 9.55 eV
**SMILES**: F[C@@H]1CN=Cc2cc[nH]c21
**LUMO energy**: 0.84 eV
**HOMO**: -8.71 eV

=====

ORCA calculation (ωB97M-V/def2-TZVPD) on a 2-piece molecular cluster, C7H7I2NO overall.

Last column: Mulliken charge in e.
Element x y z (Å)
C  -1.89831  -2.86921  -1.24310  -0.26
C  -2.67510  -3.76236  -0.95725  0.27
C  -0.31249  -1.01779  -0.67640  0.80
C  0.66513  0.00727  -1.18582  -0.82
C  1.37497  0.49665  0.11649  -0.61
C  0.48922  -0.15363  1.23539  -0.40
C  -1.06493  -1.83521  -1.52183  -0.40
N  -0.42249  -1.04883  0.59613  -0.60
O  -2.27966  -0.37425  -2.39646  -0.59
I  -3.88177  -5.07539  -0.06755  0.30
I  0.01654  -2.24765  -3.44262  0.10
H  1.28580  -0.27024  -2.00274  0.42
H  0.17265  0.77408  -1.69890  0.41
H  2.42886  0.22160  0.16973  0.30
H  1.32026  1.55685  0.23887  0.25
H  1.17398  -0.52029  2.12097  0.28
H  -0.10628  0.66769  1.65510  0.29
H  -2.72474  0.36703  -1.83939  0.25

Atoms 1-2, force components in eV/Å:
-1.9445 -1.7694 1.1754
0.6079 0.6596 0.1793

Properties
**Electronic energy**: -996.10348 Ha
**Relative energy (zero: lowest compared OMol25 entry of this formula, charge and spin)**: 2.548 eV
**Orbital gap**: 7.84 eV
**LUMO energy**: -1.47 eV
**HOMO**: -9.31 eV

=====

ORCA calculation (ωB97M-V/def2-TZVPD) on an isolated molecule of C7H7IOP2.

Last column: Mulliken charge in e.
Element x y z (Å)
O  0.54822  -3.31098  1.77522  -0.40
C  0.53173  -2.35168  1.11977  0.28
C  0.13712  -1.24268  0.44784  0.36
C  0.00655  -1.79165  -0.98072  -0.66
C  0.52325  -1.04511  -1.99548  -0.33
C  1.38211  0.15673  -1.70650  -0.37
C  1.32493  0.66893  -0.50428  -0.52
C  0.38745  0.19504  0.56198  -0.34
P  -1.01867  1.74499  0.19619  0.05
P  -1.60289  2.14657  2.24070  -0.15
I  -2.85441  0.33804  -0.37097  -0.04
H  -0.85917  -2.51354  -1.07116  0.35
H  0.38755  -1.33376  -3.04948  0.39
H  2.20330  0.40694  -2.35554  0.41
H  2.00465  1.49452  -0.37493  0.36
H  0.77592  0.35007  1.60046  0.46
H  -2.93867  2.67597  2.06118  0.09
H  -0.93897  3.41161  2.40574  0.08

Atoms 1-2, force components in eV/Å:
0.5896 0.1451 -0.7160
-1.5541 1.9136 1.3856

Properties
**Electronic energy**: -1326.46358 Ha
**Relative energy (zero: lowest compared OMol25 entry of this formula, charge and spin)**: 2.079 eV
**Orbital gap**: 7.85 eV
**SMILES**: O=C=C1C=CC=C[C@H]1P(#[PH2])I
**LUMO energy**: -0.11 eV
**HOMO**: -7.96 eV

=====

ORCA calculation (ωB97M-V/def2-TZVPD) on C7H7InO6S as an isolated structure.

Last column: Mulliken charge in e.
Element x y z (Å)
O  0.19394  4.24097  -5.04202  -0.11
C  0.20432  3.31281  -4.37582  0.11
In  0.21269  0.05982  -1.02607  0.82
O  0.29839  3.20173  0.57191  -0.10
C  0.25828  2.43656  -0.28302  0.26
C  0.09786  -1.64527  -2.59480  0.16
O  -0.02335  -2.74257  -2.99113  -0.19
C  2.79039  0.55953  -1.58974  0.26
O  3.89758  0.58940  -1.32072  -0.08
C  -2.28126  0.53854  -1.48675  0.26
O  -3.39462  0.48710  -1.25044  -0.09
H  0.32521  -0.57232  -3.14658  0.21
C  0.09562  -2.35528  2.68873  -1.01
S  -0.72292  -1.23494  1.58555  0.58
C  -0.80743  0.24670  2.57213  -0.91
O  0.60089  -0.98497  0.73749  -0.43
H  -0.51553  -2.51298  3.57062  0.45
H  1.07506  -1.92756  2.90545  0.34
H  0.23743  -3.28384  2.13156  0.38
H  0.17141  0.70026  2.70117  0.31
H  -1.48779  0.97247  2.11990  0.33
H  -1.22617  -0.08616  3.52262  0.44

Atoms 1-2, force components in eV/Å:
0.0266 -2.3079 1.6163
-0.0260 2.2421 -1.5397

Properties
**Electronic energy**: -1309.87173 Ha
**Relative energy (zero: lowest compared OMol25 entry of this formula, charge and spin)**: 1.697 eV
**Orbital gap (alpha / beta)**: 7.17 / 6.26 eV
**Total charge**: +2
**LUMO energy (alpha / beta)**: -9.65 / -9.61 eV
**HOMO (alpha / beta)**: -16.82 / -15.87 eV

=====

ORCA calculation (ωB97M-V/def2-TZVPD) on C7H7IrN2O6 as an isolated structure.

Last column: Mulliken spin population.
Element x y z (Å)
O  -1.84815  -4.43411  -0.36682  0.03
C  -1.31412  -3.48626  -0.74562  -0.05
Ir  0.45092  0.93445  -2.27706  1.91
O  1.35290  -1.73442  -0.99548  0.31
C  0.92994  -0.71204  -1.34858  0.88
C  1.96728  2.00447  -1.72287  0.15
O  2.87362  2.62978  -1.35701  0.08
C  -0.91383  2.32705  -2.41771  0.19
O  -1.79181  3.08501  -2.46869  0.14
C  0.77854  0.37545  -4.09316  0.16
O  0.99737  0.01684  -5.17566  0.10
H  -0.75916  -2.46296  -0.98824  0.06
C  0.74766  -1.01326  2.89414  0.04
N  -0.04910  0.16641  2.63529  0.69
C  -0.64149  0.41408  1.43661  -0.05
N  -1.34041  1.59392  1.40960  0.19
O  -0.52011  -0.33490  0.43161  0.07
H  0.99326  -1.49218  1.94192  0.01
H  0.19934  -1.72417  3.52786  0.07
H  1.67171  -0.72626  3.41096  0.04
H  -0.21125  0.83411  3.38056  -0.03
H  -1.92665  1.74624  0.60095  0.00
H  -1.64645  1.99275  2.28738  -0.01

Atoms 1-2, force components in eV/Å:
2.3131 4.4908 -2.0146
-1.0222 -2.7680 1.6876

Properties
**Electronic energy**: -934.76344 Ha
**Relative energy (zero: lowest compared OMol25 entry of this formula, charge and spin)**: 0.499 eV
**Orbital gap (alpha / beta)**: 4.53 / 6.67 eV
**Total charge**: +3
**2S+1**: 6
**LUMO energy (alpha / beta)**: -11.30 / -15.39 eV
**HOMO (alpha / beta)**: -15.82 / -22.05 eV

=====

ORCA calculation (ωB97M-V/def2-TZVPD) on C7H7IrO6 as an isolated structure.

Last column: Mulliken spin population.
Element x y z (Å)
O  -3.57997  1.43028  0.09845  0.48
C  -2.36968  1.44051  0.21633  0.31
Ir  -0.93631  1.41705  -1.19912  1.39
O  -2.35288  -0.87980  -2.69648  0.12
C  -1.82596  0.01558  -2.11342  0.12
C  0.83228  1.17288  -1.79107  0.08
O  1.87851  1.02299  -2.24711  0.12
C  -1.03828  1.38981  1.27860  0.31
O  -0.03341  1.22168  1.89020  0.72
C  -1.34918  3.23626  -1.68546  0.15
O  -1.55882  4.29605  -1.96933  0.08
H  -1.86319  1.38359  1.76021  0.12
C  2.56524  -1.68679  0.83030  0.06
C  1.16916  -2.07578  1.26009  0.09
O  0.28192  -1.77579  0.18428  0.58
H  2.87106  -2.27405  -0.03968  0.03
H  3.28076  -1.86996  1.63399  0.00
H  2.60298  -0.62985  0.55761  0.02
H  1.13486  -3.14977  1.49059  0.10
H  0.87670  -1.49923  2.14601  0.14
H  -0.58581  -2.18567  0.39498  -0.01

Atoms 1-2, force components in eV/Å:
4.1559 0.3864 1.2105
-2.1599 -0.9083 -0.6784

Properties
**Electronic energy**: -825.01545 Ha
**Relative energy (zero: lowest compared OMol25 entry of this formula, charge and spin)**: 2.896 eV
**Orbital gap (alpha / beta)**: 7.24 / 6.22 eV
**Total charge**: +3
**2S+1**: 6
**LUMO energy (alpha / beta)**: -13.60 / -17.72 eV
**HOMO (alpha / beta)**: -20.84 / -23.95 eV

=====

ORCA calculation (ωB97M-V/def2-TZVPD) on a 2-piece molecular cluster, C7H7N2O overall.

Last column: Mulliken spin population.
Element x y z (Å)
C  0.72653  2.00206  -2.37302  0.50
C  1.54801  1.79558  -1.39780  -0.23
C  -0.48739  1.42211  -2.66224  -0.03
C  1.04924  0.94526  -0.51872  0.76
C  -0.06231  0.20449  -0.69208  -0.06
C  -0.53432  -0.90052  0.29018  0.02
C  -1.99885  -0.95901  0.22436  0.03
N  -0.79441  0.47882  -1.78368  0.06
N  2.07922  -0.42617  2.58502  0.80
O  0.29691  -1.58948  0.81770  0.18
H  -1.12583  1.63631  -3.40003  0.01
H  -2.19037  -1.98157  0.67144  0.00
H  -2.50473  -0.83082  -0.69214  0.00
H  -2.27239  -0.10191  0.75715  0.00
H  3.04808  -0.53377  2.58075  -0.01
H  1.54044  -1.24324  2.26757  -0.02
H  1.68218  0.08187  3.32553  -0.02

Atoms 1-2, force components in eV/Å:
1.8177 0.6941 0.8746
-2.4694 0.0719 -1.7024

Properties
**Electronic energy**: -455.09350 Ha
**Relative energy (zero: lowest compared OMol25 entry of this formula, charge and spin)**: 3.657 eV
**Orbital gap (alpha / beta)**: 7.48 / 4.71 eV
**Total charge**: +1
**2S+1**: 3
**LUMO energy (alpha / beta)**: -4.64 / -9.17 eV
**HOMO (alpha / beta)**: -12.12 / -13.87 eV

=====

ORCA calculation (ωB97M-V/def2-TZVPD) on a 2-piece molecular cluster, C7H7N3O2 overall.

Last column: Mulliken charge in e.
Element x y z (Å)
C  -0.53949  2.49257  -0.32195  0.12
C  -1.32971  0.45293  1.65514  -0.69
C  0.00794  0.74814  1.29128  -0.07
C  -2.36223  1.13080  1.23140  0.31
C  1.99976  -0.97430  -0.71579  -0.30
C  1.23451  -0.56311  -1.69094  -0.38
C  0.35893  1.79555  0.48422  0.03
N  -1.20381  3.05036  -1.06364  -0.45
N  -3.31650  1.87333  1.23449  -0.41
N  1.71885  2.24038  0.36127  1.07
O  1.88594  3.16137  -0.31601  -0.60
O  2.57811  1.55451  0.87553  -0.61
H  -1.54149  -0.50018  2.32774  0.28
H  0.78481  0.38575  1.89877  0.64
H  2.90909  -1.49092  -0.94795  0.26
H  1.75420  -0.73106  0.37892  0.09
H  1.41974  -0.66393  -2.75418  0.25
H  0.17847  -0.14337  -1.61991  0.13
H  -3.90274  1.89931  0.41397  0.33

Atoms 1-2, force components in eV/Å:
0.2043 0.1616 -0.3495
0.5646 -3.7939 1.2754

Properties
**Electronic energy**: -585.44928 Ha
**Relative energy (zero: lowest compared OMol25 entry of this formula, charge and spin)**: 7.642 eV
**Orbital gap (alpha / beta)**: 8.26 / 8.27 eV
**LUMO energy (alpha / beta)**: -1.22 / -1.22 eV
**HOMO (alpha / beta)**: -9.49 / -9.49 eV

=====

ORCA calculation (ωB97M-V/def2-TZVPD) on an isolated molecule of C7H7N5.

Last column: Mulliken charge in e.
Element x y z (Å)
H  -1.24581  2.70798  1.59012  0.25
N  -0.48688  2.03444  1.26450  -0.44
C  -0.96561  0.86163  1.09081  -0.35
C  -0.00976  -0.22528  0.53929  -0.33
N  -0.54760  -1.37628  -0.06346  -0.53
C  1.03826  0.71461  -0.36210  0.91
C  0.40495  1.38203  -1.45984  0.03
N  -0.09402  1.80101  -2.38509  -0.51
C  1.73236  1.57497  0.56332  0.02
N  2.36046  2.11742  1.31975  -0.46
C  2.06042  -0.18660  -1.14893  -0.54
C  2.91677  -0.87126  -0.17023  0.10
N  3.42378  -1.28285  0.79033  -0.44
H  -1.94485  0.45132  1.31496  0.37
H  0.56463  -0.42578  1.42600  0.45
H  -1.24236  -1.60259  0.72363  0.38
H  -1.04314  -1.16024  -0.89559  0.28
H  2.69259  0.46608  -1.86019  0.43
H  1.34608  -0.85990  -1.83730  0.39

Atoms 1-2, force components in eV/Å:
1.2450 -1.0793 -0.1865
-3.4761 0.0267 0.1708

Properties
**Electronic energy**: -544.60858 Ha
**Relative energy (zero: lowest compared OMol25 entry of this formula, charge and spin)**: 2.476 eV
**Orbital gap**: 10.59 eV
**SMILES**: [H]/N=C/[C@@H](N)C(C#N)(C#N)CC#N
**LUMO energy**: 0.31 eV
**HOMO**: -10.28 eV

=====

ORCA calculation (ωB97M-V/def2-TZVPD) on an isolated molecule of C7H7N5OS.

Last column: Mulliken charge in e.
Element x y z (Å)
C  -1.92145  1.41696  1.54935  -1.20
C  -0.47826  1.19948  1.34372  0.76
O  0.44518  1.46345  2.03336  -0.59
N  -0.11116  0.43889  0.18799  -0.07
C  1.53990  0.09719  -0.04630  0.44
C  2.03487  -1.04287  -0.75801  -0.56
N  3.33421  -1.14562  -0.59591  -0.55
C  3.84406  -0.24222  0.16043  -0.17
S  2.67820  0.95482  0.79009  -0.01
N  -0.97520  -0.24519  -0.63050  -0.03
C  -1.04858  -1.67779  -0.74556  -0.47
N  -1.90998  -1.99909  -1.64066  -0.42
N  -2.43118  -0.90397  -2.12744  -0.49
C  -1.91351  0.13709  -1.55807  0.05
H  -2.03687  2.18895  2.27685  0.41
H  -2.51797  1.48649  0.69244  0.34
H  -2.23658  0.63279  2.22154  0.34
H  1.47508  -1.63895  -1.43108  0.58
H  4.85622  0.06328  0.32229  0.40
H  -0.53562  -2.31415  -0.14746  0.76
H  -2.09136  1.13045  -1.89705  0.48

Atoms 1-2, force components in eV/Å:
0.6870 -0.2529 1.9937
0.2471 -2.4908 -2.8068

Properties
**Electronic energy**: -1018.02690 Ha
**Relative energy (zero: lowest compared OMol25 entry of this formula, charge and spin)**: 2.975 eV
**Orbital gap**: 9.60 eV
**SMILES**: CC(=O)N(c1cncs1)n1cnnc1
**LUMO energy**: 0.50 eV
**HOMO**: -9.10 eV

=====

ORCA calculation (ωB97M-V/def2-TZVPD) on C7H7NO2 as an isolated structure.

Last column: Mulliken charge in e.
Element x y z (Å)
C  -0.31595  1.86937  -0.18648  -1.87
C  0.23094  0.46660  -0.15579  1.12
C  1.63854  0.42845  -0.03838  -0.90
C  2.31095  -0.75657  0.04581  -0.33
C  0.33112  -1.82311  -0.00065  -0.13
C  -0.41765  -0.66324  -0.00913  0.40
C  -1.86344  -0.95600  -0.05481  0.42
H  -1.05106  2.28484  -0.72916  0.65
H  -0.76985  2.32895  0.96342  0.34
H  0.28187  2.63329  -0.52041  0.43
H  2.14957  1.20967  -0.09984  0.67
H  3.58128  -1.09602  0.32660  0.24
H  -0.60683  -2.84788  0.00642  0.22
H  -2.03822  0.68759  0.35059  0.25
N  1.61803  -1.95958  0.06191  -0.57
O  -2.68624  0.15061  0.33151  -0.46
O  -2.39305  -1.95697  -0.29161  -0.48

Atoms 1-2, force components in eV/Å:
-0.8239 0.3081 5.5994
1.9204 4.3821 0.4389

Properties
**Electronic energy**: -476.00108 Ha
**Relative energy (zero: lowest compared OMol25 entry of this formula, charge and spin)**: 4.947 eV
**Orbital gap**: 9.87 eV
**LUMO energy**: -0.14 eV
**HOMO**: -10.01 eV

=====

ORCA calculation (ωB97M-V/def2-TZVPD) on an isolated molecule of C7H7NO2.

Last column: Mulliken charge in e.
Element x y z (Å)
C  3.02566  0.59710  -0.53426  -0.39
C  1.67637  0.56380  -0.91776  -0.51
C  3.09376  -0.03802  0.67465  -0.39
C  1.00658  -0.11801  0.09050  0.45
C  -1.41381  -1.12485  0.00836  -0.40
C  -0.32711  -0.45710  0.14978  -0.08
C  -2.79554  -0.48822  0.31020  -0.44
N  -2.66985  0.91615  0.12929  -0.06
O  1.88723  -0.47039  1.06113  -0.32
O  -1.60476  1.40259  0.70380  -0.43
H  3.84095  1.02350  -1.08127  0.41
H  1.22056  0.97853  -1.79238  0.46
H  3.91654  -0.23894  1.33175  0.45
H  -1.48668  -2.14959  -0.31658  0.40
H  -3.57587  -0.90381  -0.32926  0.37
H  -3.01138  -0.70694  1.36071  0.22
H  -2.78266  1.21419  -0.84866  0.25

Atoms 1-2, force components in eV/Å:
0.1886 -0.2148 0.4360
-0.3227 -0.3136 0.4591

Properties
**Electronic energy**: -475.98036 Ha
**Relative energy (zero: lowest compared OMol25 entry of this formula, charge and spin)**: 5.511 eV
**Orbital gap (alpha / beta)**: 7.09 / 8.12 eV
**LUMO energy (alpha / beta)**: 0.16 / -0.04 eV
**HOMO (alpha / beta)**: -6.93 / -8.16 eV

=====

Question: Look up the electronic energy of the first one.
Answer: -480.25893 Ha